[1]
The following is a DFT calculation (ωB97M-V/def2-TZVPD) of a molecular structure, C46H48N3SbTl.

Calculated values
E_LUMO (alpha / beta) = 0.5 / 0.5 eV
Charge = -1
Energy above the lowest of the compared OMol25 structures with the same formula, charge and spin = 123.9 kcal/mol
HOMO (alpha / beta) = -3.745 / -3.745 eV

Geometry as XYZ:
```
99
Properties=species:S:1:pos:R:3:forces:R:3:lowdin_charge:R:1
Tl -0.02386 -0.08968 -0.87337 0.836 0.403 -0.392 0.872
N 1.59687 -3.62035 1.86082 0.019 3.585 1.859 0.088
N 0.26527 -2.60921 -3.35489 2.443 -0.572 4.310 -0.049
C 1.98788 2.41526 -1.41375 0.787 -1.190 0.253 -0.282
C 3.03625 1.51720 -1.06404 -1.301 0.572 -0.105 -0.264
C 3.00420 1.33926 0.34772 -0.666 -0.477 -0.296 -0.237
C 3.85536 0.43899 1.13843 0.649 0.246 0.034 -0.068
H 4.80302 0.24026 0.62507 0.016 0.093 0.229 0.078
H 3.35520 -0.53573 1.27050 0.252 0.028 0.309 0.018
H 4.03709 0.84647 2.14277 0.103 -0.185 -0.173 0.085
C 1.92568 2.10223 0.87082 -0.675 0.442 -1.322 -0.274
C 1.53319 2.15634 2.29809 0.022 0.034 0.620 -0.053
H 2.28130 2.72413 2.87669 -0.240 -0.110 0.088 0.085
H 1.46300 1.15250 2.74973 0.052 0.362 -0.129 0.051
H 0.56343 2.65261 2.43614 0.163 -0.054 -0.002 0.058
C 1.31145 2.78867 -0.21301 0.393 -1.268 1.225 -0.300
C 0.16344 3.71783 -0.08073 -0.429 0.501 0.177 -0.071
H -0.74543 3.21534 0.29714 0.216 0.239 -0.100 0.061
H -0.08935 4.18733 -1.03845 -0.007 -0.065 0.167 0.069
H 0.41395 4.52136 0.63082 -0.224 -0.073 -0.180 0.081
C 4.02452 0.91373 -1.98794 0.557 -0.167 -0.365 -0.058
H 4.95393 1.50899 -2.00726 -0.094 -0.225 -0.083 0.081
H 3.65597 0.86261 -3.02299 0.049 -0.004 0.293 0.054
H 4.29139 -0.10770 -1.67925 -0.009 0.216 -0.140 0.075
C 1.70143 2.93012 -2.77709 -0.040 0.295 -0.512 -0.052
H 0.62711 3.10840 -2.93537 0.279 -0.023 -0.017 0.068
H 2.03133 2.22843 -3.55664 -0.132 0.167 0.148 0.068
H 2.22643 3.88421 -2.96209 -0.167 -0.176 -0.032 0.086
C 0.83810 -4.36519 2.63698 -2.397 -2.447 0.555 -0.193
H 1.07025 -4.49916 3.68069 1.182 -0.763 0.154 0.095
C -0.39647 -4.91721 2.22293 0.968 0.955 0.389 -0.121
H -0.98834 -5.61231 2.85885 0.505 0.828 -0.616 0.100
C -0.74237 -4.50189 0.93248 -0.200 0.928 -0.400 -0.118
H -1.66838 -4.91274 0.51441 0.675 -0.013 -0.520 0.103
C -0.06399 -3.42318 0.29416 -1.174 0.616 1.069 -0.032
H -0.26690 -3.21982 -0.78952 0.053 0.506 1.078 0.071
C 0.88876 -2.65717 1.18045 -1.047 -7.339 -2.623 -0.436
C 1.66039 -1.54686 1.32753 -0.352 2.289 -3.429 0.029
H 1.97470 -1.59819 0.24686 1.438 0.573 0.290 0.057
C -0.22779 -1.47125 -3.78156 1.020 -2.116 -0.275 -0.306
C 1.65583 -2.86439 -3.84597 -4.214 0.712 0.082 -0.111
H 2.45316 -3.35062 -3.29198 -0.611 -0.719 -0.549 0.082
C 1.59457 -2.15265 -4.96735 1.209 0.812 -2.116 -0.169
H 2.02534 -2.49897 -5.91445 0.220 0.915 0.592 0.098
N 0.55586 -1.15064 -4.90560 0.074 -0.631 0.232 -0.031
C 0.48622 0.13104 -5.48779 0.725 -0.230 0.767 -0.114
C 1.60769 0.59539 -6.20960 -0.952 0.551 -0.122 -0.202
C 1.46124 1.79959 -6.90411 -0.452 -0.097 0.384 -0.025
H 2.25971 2.11416 -7.57959 -0.174 0.094 0.218 0.108
C 0.31725 2.59077 -6.73031 0.066 -0.134 -0.152 -0.295
C 0.13157 3.83591 -7.54193 0.132 0.393 -0.021 -0.078
H -0.38762 4.58589 -6.93513 0.088 0.049 -0.212 0.071
H -0.45327 3.68727 -8.46358 0.141 -0.095 0.269 0.077
H 1.11408 4.22739 -7.82683 -0.201 0.135 -0.056 0.069
C -0.64648 2.23080 -5.78579 0.598 -0.659 -0.421 -0.030
H -1.49213 2.88102 -5.58030 0.110 0.057 -0.028 0.114
C -0.58888 0.99824 -5.13412 0.967 0.003 -0.724 -0.199
C -1.61624 0.70192 -4.10196 -1.929 -0.465 0.063 -0.135
H -1.69290 -0.40122 -3.85735 0.044 1.651 -0.378 0.023
H -2.58051 1.07006 -4.47634 -0.029 0.278 0.088 0.070
H -1.43505 1.22572 -3.14606 0.205 -0.119 -0.235 0.036
C 2.93306 -0.09944 -6.18139 0.721 -0.181 -0.863 -0.066
H 2.89635 -1.12920 -6.54200 0.129 0.530 0.087 0.045
H 3.40952 -0.11651 -5.18666 -0.366 0.004 -0.299 0.083
H 3.60833 0.40821 -6.87493 0.071 0.267 0.150 0.071
C -4.55664 3.00109 4.64370 0.257 -0.247 -0.130 -0.101
C -3.54314 3.38380 3.75237 -0.046 -0.290 -0.001 -0.091
C -2.69898 2.41619 3.18272 -0.404 0.159 0.401 -0.132
C -2.87386 1.06621 3.51247 0.350 -0.550 -0.131 -0.375
C -3.89434 0.67749 4.38472 -0.281 0.562 0.185 -0.138
C -4.72542 1.64882 4.96673 0.246 -0.028 -0.266 -0.094
Sb -1.52838 -0.41370 2.60489 -0.100 -0.033 0.013 1.469
C -0.14780 -0.67953 4.27644 -1.158 0.068 0.243 -0.360
C 1.15384 -1.10862 4.06755 0.425 -0.487 -0.270 -0.170
C 2.06534 -1.14873 5.11228 -0.075 0.064 0.896 -0.075
C 1.65828 -0.79772 6.41142 -0.111 0.007 -0.401 -0.094
C 0.33172 -0.40816 6.63353 -0.045 -0.018 -0.177 -0.100
C -0.58075 -0.34798 5.56825 0.528 -0.046 0.180 -0.128
C -2.87272 -2.12975 2.80638 0.432 0.456 0.160 -0.394
C -2.79651 -3.02441 3.87428 -0.478 -0.218 -0.023 -0.139
C -3.78014 -4.01526 4.01961 0.091 0.130 -0.163 -0.097
C -4.80922 -4.13419 3.07766 0.239 0.233 -0.020 -0.100
C -4.84839 -3.26676 1.97797 0.233 0.020 0.116 -0.092
C -3.87290 -2.26983 1.83960 -0.301 -0.251 0.280 -0.140
H -5.21870 3.75080 5.08225 0.238 -0.196 -0.130 0.096
H -3.41271 4.43680 3.49165 -0.044 -0.319 0.090 0.100
H -1.91207 2.72898 2.48900 -0.246 -0.138 0.232 0.074
H -4.06573 -0.37713 4.61613 0.139 0.289 -0.070 0.094
H -5.50084 1.33749 5.66959 0.161 0.139 -0.228 0.098
H 1.48564 -1.43713 3.05825 -0.264 0.736 1.511 0.010
H 3.09492 -1.46569 4.92640 -0.335 0.067 0.037 0.107
H 2.36955 -0.83447 7.24203 -0.261 0.037 -0.278 0.096
H -0.00103 -0.13494 7.63650 0.113 -0.101 -0.229 0.095
H -1.61393 -0.03878 5.75513 0.389 -0.037 -0.068 0.085
H -1.98123 -2.95554 4.59851 -0.267 0.047 -0.164 0.096
H -3.73710 -4.68865 4.87884 -0.027 0.138 -0.290 0.099
H -5.57715 -4.90191 3.19491 0.243 0.225 -0.027 0.096
H -5.63983 -3.36448 1.23073 0.261 0.026 0.228 0.100
H -3.91446 -1.58874 0.98647 0.002 -0.177 0.204 0.096
```
Positions in Å, forces in eV/Å.


[2]
The following is a DFT calculation (ωB97M-V/def2-TZVPD) of a molecular structure, C30H40N9S2V.

Calculated values
E_LUMO (alpha / beta) = -2.9 / -3.0 eV
Charge = +1
Energy above the lowest of the compared OMol25 structures with the same formula, charge and spin = 10.5 kcal/mol
Spin multiplicity = 2
Expectation value of S² = 0.797
HOMO (alpha / beta) = -9.052 / -8.175 eV

Geometry as XYZ:
```
82
Properties=species:S:1:pos:R:3:forces:R:3:lowdin_charge:R:1
V 0.66863 -0.08079 -0.13036 -0.336 -0.802 1.084 0.444
S -0.94040 -1.76429 -1.49300 0.443 -0.133 -0.175 0.690
C -2.31364 -0.90546 -2.01196 -0.027 0.082 -0.004 -0.717
N -3.12048 -0.33207 -1.09046 -0.115 0.081 0.126 0.050
C -4.23600 0.38584 -1.36636 0.038 -0.007 0.083 -0.059
C -4.62242 0.56398 -2.65501 -0.055 0.031 -0.079 -0.054
C -3.83487 -0.01979 -3.66570 -0.035 0.029 -0.062 -0.038
C -2.71015 -0.73395 -3.35599 0.078 -0.097 -0.035 -0.071
H -2.82845 -0.47150 -0.12476 -0.024 -0.004 0.041 0.032
H -4.77377 0.78466 -0.51742 0.040 -0.026 -0.001 0.136
H -5.51049 1.13363 -2.88427 0.029 -0.013 0.003 0.115
H -4.12606 0.10599 -4.70194 0.033 -0.021 0.033 0.120
H -2.08793 -1.18072 -4.11780 -0.017 0.005 -0.012 0.113
C -0.30672 -5.36053 2.78103 -0.030 0.025 0.002 0.007
C 0.28655 -4.05811 2.36295 0.062 -0.238 0.112 -0.246
C 1.60603 -3.82175 2.14397 0.137 -0.034 0.019 0.051
C 2.01619 -2.55434 1.67646 0.029 0.069 0.098 -0.245
N 1.12866 -1.59119 1.43937 -0.506 -0.386 -0.212 0.043
C -0.16713 -1.79301 1.76508 -0.037 0.072 0.177 -0.798
S -1.26940 -0.51587 1.65822 0.152 0.122 0.385 0.693
N -0.56298 -3.01443 2.19415 -0.177 0.146 -0.090 0.132
C 3.45894 -2.25215 1.49587 0.055 -0.040 -0.034 0.007
H 0.47472 -6.09160 2.96615 -0.001 -0.006 -0.001 0.093
H -0.96327 -5.74202 1.99510 0.025 0.015 0.017 0.103
H -0.90182 -5.24508 3.68998 0.037 0.010 -0.032 0.100
H 2.33270 -4.60752 2.29168 -0.023 0.041 0.016 0.132
H -1.55066 -3.12648 2.37869 -0.021 -0.019 -0.023 0.158
H 4.03396 -3.15993 1.32031 -0.002 0.009 0.012 0.096
H 3.82307 -1.78849 2.41823 0.003 0.007 -0.008 0.115
H 3.62212 -1.53773 0.69624 -0.042 0.028 -0.030 0.057
N -2.16079 3.30926 -3.09272 -0.133 -0.147 0.220 0.153
N -1.51168 2.79465 -1.98242 -0.077 0.266 -0.294 -0.271
N -1.60619 3.35247 -0.80042 0.029 -0.248 0.024 0.154
C -0.89580 2.50390 -0.06791 0.067 -0.009 -0.138 -0.175
N -0.41372 1.48202 -0.80542 -0.908 1.255 -0.455 -0.102
N -0.83502 1.69818 -2.05183 0.165 -0.141 0.316 0.121
H -2.17216 4.31644 -3.00116 0.060 0.109 -0.047 0.107
H -1.65166 3.00754 -3.91299 0.096 0.044 -0.075 0.107
H -0.72480 2.63102 0.98726 0.019 -0.031 -0.015 0.115
C 6.72723 1.71880 1.12394 -0.058 -0.016 -0.020 -0.044
C 5.22432 1.58005 1.14747 0.093 -0.038 -0.049 -0.261
C 4.49064 2.08271 2.21081 0.097 0.072 0.039 -0.024
C 3.10604 1.98348 2.20597 -0.246 0.058 0.049 -0.267
C 2.27815 2.57125 3.32258 0.009 -0.024 -0.060 -0.040
C 2.48875 1.36563 1.13234 0.053 -0.335 -0.218 -0.040
C 3.19276 0.77662 0.05296 -0.158 0.027 -0.102 -0.266
C 4.58565 0.93416 0.08795 -0.054 0.013 0.086 -0.002
N 2.38801 0.05446 -0.84901 1.448 -0.244 -0.946 -0.073
C 2.80844 -0.64833 -2.11547 0.032 0.155 -0.044 -0.403
C 2.58186 -2.16992 -1.97198 0.041 0.055 0.047 -0.103
C 2.78224 -2.90033 -3.30801 0.050 0.113 -0.009 -0.275
C 4.23218 -2.70078 -3.76049 -0.033 0.015 0.021 -0.117
C 4.49446 -1.20225 -3.93428 -0.054 -0.011 0.019 -0.280
C 3.56634 -0.63793 -5.01148 -0.021 -0.005 0.059 -0.117
C 2.11638 -0.84161 -4.56657 0.104 0.024 0.060 -0.285
C 1.82947 -2.33184 -4.36658 0.013 -0.041 0.033 -0.115
C 1.90243 -0.10392 -3.24229 0.023 -0.013 0.085 -0.109
C 4.26430 -0.47996 -2.59402 -0.052 0.092 -0.008 -0.096
H 7.10524 2.11010 2.06861 -0.030 -0.017 -0.037 0.075
H 7.04132 2.39888 0.32873 -0.018 -0.018 0.025 0.086
H 7.20703 0.75601 0.93688 -0.008 0.030 0.003 0.081
H 4.99414 2.57258 3.03836 -0.023 -0.040 -0.052 0.117
H 2.87487 2.72036 4.22281 -0.015 -0.022 -0.046 0.079
H 1.43639 1.92199 3.57408 0.015 0.020 -0.003 0.075
H 1.87347 3.54515 3.03333 0.022 -0.030 0.010 0.085
H 1.39530 1.33487 1.16235 -0.154 0.134 0.078 0.058
H 5.21082 0.55303 -0.69530 0.041 -0.049 -0.063 0.083
H 1.58024 -2.36080 -1.58156 -0.011 -0.008 -0.019 0.049
H 3.30236 -2.56084 -1.24429 -0.052 0.000 -0.002 0.111
H 2.58122 -3.96573 -3.16921 -0.013 -0.003 0.028 0.140
H 4.41781 -3.22956 -4.70112 -0.019 0.029 0.034 0.123
H 4.91906 -3.11500 -3.01286 -0.035 0.005 -0.048 0.120
H 5.53539 -1.05004 -4.22904 0.011 0.033 0.007 0.141
H 3.75350 -1.13344 -5.96884 -0.011 -0.004 0.022 0.122
H 3.76296 0.43007 -5.15041 0.010 -0.019 -0.029 0.121
H 1.43788 -0.43215 -5.32023 -0.020 0.008 0.001 0.138
H 1.96342 -2.87177 -5.30992 -0.017 0.021 0.029 0.123
H 0.79225 -2.47208 -4.04424 0.035 -0.007 -0.018 0.098
H 0.85803 -0.19657 -2.93702 -0.013 0.000 0.012 0.056
H 2.12030 0.96313 -3.36229 -0.038 0.012 0.018 0.127
H 4.50083 0.58205 -2.70893 0.021 -0.023 0.030 0.129
H 4.95373 -0.91521 -1.86847 0.004 0.011 0.034 0.112
```
Positions in Å, forces in eV/Å.


[3]
The following is a DFT calculation (ωB97M-V/def2-TZVPD) of C4H10N2O in the gas phase.

Calculated values
E_LUMO = 1.0 eV
SMILES = CN[C@H](C)C(N)=O
Energy above the lowest of the compared OMol25 structures with the same formula, charge and spin = 18.8 kcal/mol
HOMO = -9.134 eV

Geometry as XYZ:
```
17
Properties=species:S:1:pos:R:3:forces:R:3:lowdin_charge:R:1
C 1.63816 -0.56758 0.46238 0.192 -0.225 0.546 -0.116
N 0.77562 0.57978 0.71954 0.357 0.120 0.117 -0.100
C -1.39449 -0.69493 0.98432 0.058 -0.436 -0.255 -0.052
C -0.60950 0.42600 0.30202 0.068 -0.612 -0.186 -0.336
C -0.64003 0.23977 -1.22207 0.474 0.334 -0.065 -0.522
N 0.09119 1.16312 -1.89690 -0.076 0.042 -0.641 0.163
O -1.24414 -0.63087 -1.81283 -0.226 -0.090 0.252 0.057
H 2.36195 -0.67730 1.27444 -0.009 0.166 -0.071 0.081
H 1.10539 -1.51958 0.43269 -0.149 -0.051 -0.178 0.081
H 2.21018 -0.43957 -0.44767 -0.015 -0.032 -0.353 0.070
H 0.81813 0.80951 1.70226 -0.175 0.071 -0.036 0.103
H -0.98552 -0.96463 1.95927 -0.025 0.261 0.048 0.080
H -1.40990 -1.60274 0.37505 0.178 0.126 0.003 0.074
H -2.43380 -0.42287 1.08493 -0.334 0.166 0.202 0.073
H -1.06973 1.39179 0.46575 -0.323 0.241 0.217 0.138
H 0.08586 1.06581 -2.89894 0.065 0.058 0.030 0.109
H 0.70063 1.84430 -1.48426 -0.059 -0.139 0.370 0.098
```
Positions in Å, forces in eV/Å.


[4]
The following is a DFT calculation (ωB97M-V/def2-TZVPD) of 2 unconnected molecules or ions with the total composition CH2Cl2S2.

Calculated values
E_LUMO (alpha / beta) = -0.2 / -2.0 eV
Energy above the lowest of the compared OMol25 structures with the same formula, charge and spin = 49.8 kcal/mol
HOMO (alpha / beta) = -9.198 / -8.332 eV

Geometry as XYZ:
```
7
Properties=species:S:1:pos:R:3:forces:R:3:lowdin_charge:R:1
C 1.67655 -0.19071 -0.58818 2.073 0.044 4.150 -1.043
S -2.12112 0.26789 1.19219 -0.295 0.114 -0.585 0.170
S -1.80145 0.86320 -0.69486 -0.461 -0.351 1.002 0.036
Cl 1.37510 -1.37001 0.64848 -0.045 0.524 -0.715 0.512
Cl 3.12318 0.72001 -0.37722 -0.718 -0.290 -0.414 0.542
H 1.22961 -0.31211 -1.47771 -1.303 -0.280 -3.014 -0.053
H -3.48185 0.02174 1.29730 0.749 0.241 -0.424 -0.166
```
Positions in Å, forces in eV/Å.


[5]
The following is a DFT calculation (ωB97M-V/def2-TZVPD) of a molecular structure, C6H20MgN3O.

Calculated values
E_LUMO = 2.8 eV
Charge = -1
Energy above the lowest of the compared OMol25 structures with the same formula, charge and spin = 21.8 kcal/mol
HOMO = -0.417 eV

Geometry as XYZ:
```
31
Properties=species:S:1:pos:R:3:forces:R:3:lowdin_charge:R:1
C 0.22635 -1.33496 -1.69286 -1.757 -0.176 -1.225 -0.398
Mg -0.71434 -0.73942 0.29308 1.723 -0.488 -0.221 0.225
N -0.20006 1.44242 -0.66378 -0.754 1.607 -0.263 -0.010
H 0.63706 -1.96974 0.30796 0.202 -1.180 1.427 -0.080
H -1.74599 -0.65262 1.77423 -1.007 -0.195 -0.386 -0.108
H 0.02408 -2.42991 -1.80649 0.641 0.642 0.205 -0.087
H 1.24805 -1.05081 -2.02591 -0.445 -0.180 0.383 -0.078
H -0.52868 -0.89315 -2.38066 0.216 0.327 -0.746 -0.128
H 0.72234 1.69975 -0.31757 -0.062 -0.422 0.042 0.029
H -0.83593 2.07438 -0.15151 0.317 -0.311 -0.161 0.028
H -0.24257 1.78004 -1.63662 0.013 -0.578 0.428 0.043
C -1.10920 1.79191 3.23226 -0.436 0.051 -0.417 -0.080
N 0.08377 1.15505 3.74547 0.501 -0.045 0.974 -0.123
C 0.36404 1.33786 5.15406 -0.105 0.123 0.159 -0.072
C 0.83862 0.45663 2.87092 -1.031 -0.558 -3.974 -0.428
O 0.40806 0.43687 1.64291 1.809 0.875 3.408 -0.245
N 1.99311 -0.20791 3.13319 -0.196 0.515 0.282 -0.116
C 2.68572 -0.36367 4.39107 -0.221 0.180 -0.126 -0.072
C 2.56288 -0.95666 2.02290 0.145 -0.429 -0.749 -0.102
H -1.58913 2.30552 4.06603 -0.037 0.055 -0.181 0.071
H -1.78215 1.03857 2.80980 0.079 0.113 -0.036 0.009
H -0.86740 2.50844 2.43986 -0.020 0.017 0.119 0.082
H 0.47968 0.37761 5.67883 -0.054 0.356 -0.072 0.091
H 1.25791 1.96399 5.31675 -0.298 -0.136 0.117 0.085
H -0.50494 1.86770 5.56773 0.452 -0.275 0.117 0.077
H 2.41036 -1.28991 4.89290 0.025 -0.192 0.117 0.093
H 3.74852 -0.38200 4.17136 0.158 -0.030 0.130 0.079
H 2.48574 0.46819 5.04351 0.182 0.044 0.230 0.043
H 1.93468 -1.83163 1.76587 0.153 0.468 -0.169 0.012
H 2.61374 -0.33605 1.10784 -0.073 -0.372 0.510 0.090
H 3.56953 -1.29840 2.29449 -0.119 0.196 0.078 0.070
```
Positions in Å, forces in eV/Å.


| no. | largest force on an atom (eV/Å) |
| --- | --- |
| 1 | 7.86 |
| 2 | 1.75 |
| 3 | 0.65 |
| 4 | 4.64 |
| 5 | 4.14 |